Below is a structure of composition C6H24KO6 in a non-equilibrium geometry, with properties calculated with wB97M-V/def2-TZVPD.

Structure (XYZ):
```
37
Properties=species:S:1:pos:R:3:mulliken_charge:R:1
K -0.9445 -0.2789 -0.8410 0.81
C -2.6895 0.4031 2.2090 -0.78
O -1.4145 0.5641 1.6510 -0.34
H -3.0125 -0.6169 1.9610 0.23
H -3.3415 1.0461 1.6580 0.26
H -2.7595 0.4721 3.2450 0.35
H -0.7385 0.4031 2.3560 0.32
C 0.9765 -1.0089 2.5720 -0.20
O 0.5495 -0.0289 3.4770 -0.58
H 1.9635 -0.9059 2.0620 0.31
H 0.3005 -1.0269 1.7650 -0.15
H 1.1775 -1.9869 3.0180 0.36
H 1.3775 0.3441 3.8670 0.33
C 0.1355 -3.3199 0.3320 -0.47
O -1.0895 -2.5509 0.3450 -0.45
H 0.6825 -3.4259 1.2390 0.28
H 0.7215 -2.7639 -0.4580 0.10
H -0.1415 -4.3379 0.0290 0.31
H -1.6065 -2.8109 1.0750 0.22
C 0.8265 -0.2599 -3.8350 -0.70
O 0.8805 -1.0899 -2.6610 -0.37
H -0.1885 0.1451 -3.8850 0.19
H 1.1535 -0.8519 -4.7130 0.34
H 1.5115 0.5381 -3.8140 0.32
H 1.6305 -1.5789 -2.7500 0.22
C -1.4125 2.8261 -0.7590 -0.50
O -1.2435 2.1381 -1.9980 -0.45
H -1.2785 3.9371 -0.9180 0.35
H -0.5305 2.5081 -0.1200 0.15
H -2.3895 2.7021 -0.2680 0.19
H -0.6905 2.7471 -2.4860 0.30
C 2.0125 1.3481 -0.8950 -0.68
O 1.2985 0.8051 0.1460 -0.24
H 2.1095 0.6941 -1.7170 0.07
H 3.0255 1.4611 -0.5220 0.39
H 1.6955 2.3331 -1.2390 0.30
H 1.4415 1.4261 0.8720 0.22
```

As for the HOMO-LUMO gap: 10.79 eV. For the highest occupied orbital energy, the calculation gives -13.22 eV. Its spin multiplicity is 1. As for the total charge: +1. The value obtained for the relative energy (zero: lowest compared OMol25 entry of this formula, charge and spin) is 83.6 kcal/mol. As for the total energy: -1294.09565 a.u.